A single C7H14 molecule in a non-equilibrium geometry. Source: the Open Molecules 2025 dataset; level of theory: ωB97M-V with the def2-TZVPD basis set.

Output
Calculated total energy   -7482.766 eV
Structure (SMILES)   C=CCCCCC
HOMO energy   -9.0 eV
Energy above the lowest of the compared OMol25 structures with the same formula, charge and spin   340.47 kJ/mol

Atoms and positions in Å:
C (1.60, 0.05, 2.87)
C (1.20, -1.23, 1.92)
C (1.07, -0.79, 0.48)
C (-0.31, -0.06, -0.04)
C (-0.52, 0.22, -1.65)
C (-2.01, 0.49, -2.08)
C (-2.27, 1.40, -3.06)
H (2.48, 0.54, 2.50)
H (1.83, -0.35, 3.80)
H (0.69, 0.75, 2.82)
H (2.09, -2.04, 2.10)
H (0.29, -1.67, 2.37)
H (1.89, -0.08, 0.22)
H (1.01, -1.63, -0.17)
H (-0.40, 0.98, 0.48)
H (-1.23, -0.69, 0.29)
H (-0.12, -0.60, -2.35)
H (0.24, 0.94, -1.81)
H (-2.94, 0.15, -1.60)
H (-1.47, 2.31, -3.25)
H (-3.09, 1.29, -3.84)

Löwdin population analysis, charges in e, atoms 1 to 8: number 1, C, carries -0.10; number 2, C, carries -0.26; number 3, C, carries -0.24; number 4, C, carries -0.18; number 5, C, carries -0.20; number 6, C, carries -0.20; number 7, C, carries -0.06; number 8, H, carries 0.05


2 unconnected molecules or ions with the total composition C2HClFN3 in a non-equilibrium geometry. Source: the Open Molecules 2025 dataset; level of theory: ωB97M-V with the def2-TZVPD basis set.

Output
Calculated total energy   -21796.555 eV
Structure (SMILES)   FC1N=N1.N#CCl
HOMO energy   -10.2 eV
Energy above the lowest of the compared OMol25 structures with the same formula, charge and spin   211.00 kJ/mol

Atoms and positions in Å:
C (1.54, 0.62, -1.15)
C (-0.89, -0.44, 0.87)
N (0.86, 1.26, -1.80)
N (-0.98, -0.22, -0.57)
N (-1.87, 0.28, 0.05)
F (0.08, 0.17, 1.54)
Cl (2.39, -0.31, -0.17)
H (-1.13, -1.35, 1.23)

Computed Löwdin charges, given in elementary charges: number 1, C, carries -0.87; number 2, C, carries -0.37; number 3, N, carries 0.10; number 4, N, carries 0.09; number 5, N, carries 0.15; number 6, F, carries 0.00; number 7, Cl, carries 0.80; number 8, H, carries 0.09


2 unconnected molecules or ions with the total composition C3H7F in a non-equilibrium geometry. Source: the Open Molecules 2025 dataset; level of theory: ωB97M-V with the def2-TZVPD basis set.

Output
Calculated total energy   -5938.937 eV
HOMO energy (alpha / beta)   -8.2 / -8.2 eV
Energy above the lowest of the compared OMol25 structures with the same formula, charge and spin   289.49 kJ/mol

Atoms and positions in Å:
C (-0.83, -0.09, 1.22)
C (0.76, -0.04, -1.55)
C (0.56, -0.44, 0.84)
F (0.89, -1.74, 0.97)
H (-0.95, -0.12, 2.31)
H (-1.07, 0.91, 0.88)
H (-1.54, -0.80, 0.78)
H (0.32, 0.93, -1.61)
H (0.19, -0.87, -1.91)
H (1.83, -0.12, -1.64)
H (1.37, 0.20, 1.14)

Löwdin population analysis, charges in e, atoms 1 to 8: number 1, C, carries -0.10; number 2, C, carries 0.05; number 3, C, carries -0.23; number 4, F, carries -0.02; number 5, H, carries 0.08; number 6, H, carries 0.08; number 7, H, carries 0.08; number 8, H, carries -0.02


A single CH3BrO3 molecule in a non-equilibrium geometry. Source: the Open Molecules 2025 dataset; level of theory: ωB97M-V with the def2-TZVPD basis set.

Output
Calculated total energy   -77266.831 eV
Structure (SMILES)   OO[C@@H](O)Br
HOMO energy   -10.6 eV
Energy above the lowest of the compared OMol25 structures with the same formula, charge and spin   281.68 kJ/mol

Atoms and positions in Å:
C (0.07, -0.19, -0.64)
O (0.23, 1.17, -1.16)
O (0.82, -0.79, 0.41)
O (0.24, -0.46, 1.65)
Br (0.53, -1.32, -2.16)
H (0.29, 0.50, 1.88)
H (-0.99, -0.40, -0.27)
H (0.99, 1.28, -1.66)

Computed Löwdin charges, given in elementary charges: number 1, C, carries -0.72; number 2, O, carries -0.07; number 3, O, carries -0.20; number 4, O, carries -0.03; number 5, Br, carries 0.74; number 6, H, carries 0.12; number 7, H, carries 0.14; number 8, H, carries 0.02


A single C5H9NO2 molecule in a non-equilibrium geometry. Source: the Open Molecules 2025 dataset; level of theory: ωB97M-V with the def2-TZVPD basis set.

Output
Calculated total energy   -10914.667 eV
Structure (SMILES)   C=C(N)[C@](C)(O)C=O
HOMO energy   -8.3 eV
Energy above the lowest of the compared OMol25 structures with the same formula, charge and spin   184.19 kJ/mol

Atoms and positions in Å:
C (-0.21, -0.92, 1.29)
C (1.84, -0.16, -0.05)
C (0.38, -0.59, -0.05)
C (-0.63, 0.65, -0.31)
N (-1.58, 0.33, -1.25)
C (-0.51, 1.83, 0.30)
O (-0.85, -1.98, 1.32)
O (0.10, -1.65, -0.87)
H (-0.51, -2.27, -0.15)
H (-0.05, -0.26, 2.15)
H (-2.25, 1.03, -1.51)
H (-1.35, -0.47, -1.82)
H (2.11, 0.14, -1.06)
H (2.01, 0.67, 0.63)
H (2.46, -1.00, 0.25)
H (0.18, 1.99, 1.11)
H (-1.13, 2.67, 0.02)

Löwdin population analysis, charges in e, atoms 1 to 8: number 1, C, carries -0.13; number 2, C, carries 0.01; number 3, C, carries -0.54; number 4, C, carries -0.35; number 5, N, carries 0.12; number 6, C, carries 0.03; number 7, O, carries 0.05; number 8, O, carries -0.06


13 unconnected molecules or ions with the total composition C31H85N3O13 in a non-equilibrium geometry. Source: the Open Molecules 2025 dataset; level of theory: ωB97M-V with the def2-TZVPD basis set.

Output
Calculated total energy   -64609.480 eV
HOMO energy   -8.2 eV
Energy above the lowest of the compared OMol25 structures with the same formula, charge and spin   0.00 kJ/mol

Atoms and positions in Å:
C (-0.45, 1.56, -3.92)
O (0.23, 0.77, -4.88)
H (0.06, 2.52, -3.89)
H (-1.50, 1.72, -4.22)
H (-0.45, 1.05, -2.95)
H (-0.23, -0.09, -4.94)
C (-3.28, 1.84, -0.20)
O (-2.79, 2.60, -1.29)
H (-3.08, 2.28, 0.79)
H (-4.37, 1.89, -0.28)
H (-2.85, 0.84, -0.20)
H (-1.89, 2.88, -1.08)
C (3.65, 3.49, 1.01)
O (5.03, 3.84, 1.13)
H (3.09, 4.29, 1.50)
H (3.34, 3.55, -0.04)
H (3.32, 2.55, 1.45)
H (5.48, 3.42, 0.39)
C (0.77, 0.28, -0.50)
O (1.63, -0.14, 0.53)
H (1.25, 0.22, -1.48)
H (-0.12, -0.33, -0.61)
H (0.44, 1.30, -0.28)
H (2.52, 0.18, 0.38)
O (0.27, -3.67, -0.15)
H (-0.60, -3.49, -0.56)
H (0.36, -3.01, 0.55)
O (2.17, 2.81, -2.17)
H (1.49, 2.88, -1.49)
H (2.13, 3.65, -2.65)
O (5.13, -1.92, 0.46)
H (4.63, -2.62, 0.04)
H (4.52, -1.17, 0.52)
O (4.09, 0.50, -0.77)
H (4.61, 1.31, -0.77)
H (4.26, 0.10, -1.64)
O (3.07, 0.79, -3.89)
H (2.28, 0.50, -4.37)
H (2.73, 1.35, -3.17)
O (-2.29, -2.78, -1.02)
H (-3.08, -3.34, -1.01)
H (-2.63, -1.89, -1.18)
C (-2.73, -0.87, -5.94)
C (-2.21, -2.31, -5.64)
C (-1.94, -2.98, -7.00)
C (-0.99, -4.19, -6.86)
C (0.30, -3.76, -6.18)
C (0.09, -3.15, -4.77)
N (-0.96, -2.13, -4.87)
O (-1.23, -1.59, -3.59)
C (-0.30, -4.25, -3.76)
C (1.42, -2.51, -4.41)
C (-3.32, -3.13, -4.94)
H (-3.78, -0.94, -6.22)
H (-2.15, -0.42, -6.74)
H (-2.68, -0.25, -5.04)
H (-2.88, -3.41, -7.35)
H (-1.55, -2.29, -7.75)
H (-0.79, -4.63, -7.84)
H (-1.47, -4.99, -6.28)
H (0.92, -3.18, -6.86)
H (0.82, -4.71, -6.02)
H (0.24, -4.13, -2.81)
H (-1.37, -4.27, -3.53)
H (-0.01, -5.25, -4.09)
H (1.61, -1.62, -5.01)
H (1.38, -2.13, -3.39)
H (2.27, -3.18, -4.56)
H (-3.47, -2.78, -3.92)
H (-3.03, -4.18, -4.86)
H (-4.20, -3.03, -5.56)
H (-1.76, -2.23, -3.09)
C (-1.62, -1.15, 2.28)
C (-1.04, -2.07, 3.36)
C (-1.74, -3.43, 3.15)
C (-1.00, -4.60, 3.80)
C (0.46, -4.63, 3.33)
C (1.18, -3.32, 3.64)
N (0.40, -2.20, 3.12)
O (1.07, -0.99, 3.30)
C (1.49, -3.27, 5.15)
C (2.50, -3.36, 2.87)
C (-1.40, -1.49, 4.73)
H (-2.69, -1.36, 2.13)
H (-1.18, -1.34, 1.30)
H (-1.50, -0.09, 2.53)
H (-2.72, -3.36, 3.62)
H (-1.91, -3.68, 2.10)
H (-1.42, -5.58, 3.60)
H (-1.04, -4.41, 4.88)
H (0.40, -4.83, 2.26)
H (0.95, -5.50, 3.77)
H (1.78, -2.26, 5.44)
H (0.64, -3.57, 5.77)
H (2.32, -3.93, 5.35)
H (3.20, -4.10, 3.28)
H (2.29, -3.67, 1.84)
H (3.08, -2.44, 2.91)
H (-1.02, -2.12, 5.53)
H (-2.49, -1.45, 4.87)
H (-1.12, -0.44, 4.81)
H (1.33, -0.74, 2.40)
C (-1.41, 6.54, 3.84)
C (-0.26, 6.00, 2.99)
C (1.02, 5.93, 3.84)
C (1.07, 4.75, 4.82)
C (0.90, 3.46, 4.02)
C (-0.39, 3.41, 3.17)
N (-0.53, 4.68, 2.41)
O (-1.68, 4.66, 1.61)
C (-0.15, 2.34, 2.11)
C (-1.58, 3.07, 4.03)
C (0.00, 6.97, 1.84)
H (-1.26, 7.55, 4.22)
H (-1.53, 5.89, 4.71)
H (-2.36, 6.47, 3.31)
H (1.89, 5.84, 3.19)
H (1.23, 6.85, 4.39)
H (0.19, 4.83, 5.47)
H (2.02, 4.70, 5.35)
H (0.81, 2.67, 4.78)
H (1.78, 3.21, 3.43)
H (-1.03, 2.14, 1.49)
H (0.67, 2.61, 1.45)
H (0.14, 1.36, 2.50)
H (-1.51, 2.07, 4.46)
H (-1.74, 3.75, 4.87)
H (-2.54, 3.11, 3.50)
H (0.74, 6.57, 1.14)
H (0.45, 7.90, 2.20)
H (-0.90, 7.14, 1.25)
H (-2.44, 4.84, 2.19)

Löwdin population analysis, charges in e, atoms 1 to 8: number 1, C, carries -0.14; number 2, O, carries -0.14; number 3, H, carries 0.07; number 4, H, carries 0.08; number 5, H, carries 0.06; number 6, H, carries 0.04; number 7, C, carries -0.16; number 8, O, carries -0.11


A single C7H13N molecule in a non-equilibrium geometry. Source: the Open Molecules 2025 dataset; level of theory: ωB97M-V with the def2-TZVPD basis set.

Output
Calculated total energy   -8955.604 eV
Structure (SMILES)   C[C@@H]1CN[C@@H]2C[C@@]12C
HOMO energy   -7.8 eV
Energy above the lowest of the compared OMol25 structures with the same formula, charge and spin   417.64 kJ/mol

Atoms and positions in Å:
C (-2.13, -0.41, 0.06)
C (-0.68, -0.72, 0.18)
C (-0.14, -0.41, 1.68)
C (1.52, -0.50, 0.13)
C (1.83, -0.27, -1.30)
C (0.40, 0.00, -0.75)
C (0.07, 1.48, -0.99)
H (-2.74, -0.96, 0.75)
H (-2.48, -0.72, -0.89)
H (-2.48, 0.66, 0.15)
H (-0.64, -1.83, -0.05)
H (-0.27, -1.25, 2.30)
H (-0.66, 0.51, 2.03)
H (1.38, 0.98, 1.60)
H (1.45, -1.64, 0.17)
H (2.03, -1.16, -1.86)
H (2.37, 0.60, -1.61)
H (0.84, 2.06, -1.58)
H (-0.04, 2.09, -0.04)
H (-0.93, 1.53, -1.50)
N (1.31, -0.02, 1.51)

Löwdin population analysis, charges in e, atoms 1 to 8: number 1, C, carries -0.12; number 2, C, carries -0.30; number 3, C, carries -0.12; number 4, C, carries -0.30; number 5, C, carries -0.01; number 6, C, carries -0.34; number 7, C, carries -0.06; number 8, H, carries 0.07